{"formula": "C75H198N6O33", "method": "wB97M-V/def2-TZVPD", "elements": ["C", "C", "O", "O", "H", "H", "H", "H", "H", "H", "C", "C", "O", "O", "H", "H", "H", "H", "H", "H", "C", "C", "O", "O", "H", "H", "H", "H", "H", "H", "C", "C", "O", "O", "H", "H", "H", "H", "H", "H", "C", "C", "O", "O", "H", "H", "H", "H", "H", "H", "C", "C", "O", "O", "H", "H", "H", "H", "H", "H", "C", "O", "C", "C", "N", "C", "C", "O", "C", "H", "H", "H", "H", "H", "H", "H", "H", "H", "H", "H", "H", "H", "H", "H", "C", "O", "C", "C", "N", "C", "C", "O", "C", "H", "H", "H", "H", "H", "H", "H", "H", "H", "H", "H", "H", "H", "H", "H", "C", "O", "C", "C", "N", "C", "C", "O", "C", "H", "H", "H", "H", "H", "H", "H", "H", "H", "H", "H", "H", "H", "H", "H", "C", "O", "C", "C", "N", "C", "C", "O", "C", "H", "H", "H", "H", "H", "H", "H", "H", "H", "H", "H", "H", "H", "H", "H", "C", "O", "C", "C", "N", "C", "C", "O", "C", "H", "H", "H", "H", "H", "H", "H", "H", "H", "H", "H", "H", "H", "H", "H", "C", "O", "C", "C", "N", "C", "C", "O", "C", "H", "H", "H", "H", "H", "H", "H", "H", "H", "H", "H", "H", "H", "H", "H", "C", "C", "C", "O", "H", "H", "H", "H", "H", "H", "H", "H", "C", "C", "C", "O", "H", "H", "H", "H", "H", "H", "H", "H", "C", "C", "C", "O", "H", "H", "H", "H", "H", "H", "H", "H", "C", "C", "C", "O", "H", "H", "H", "H", "H", "H", "H", "H", "C", "C", "C", "O", "H", "H", "H", "H", "H", "H", "H", "H", "C", "C", "C", "O", "H", "H", "H", "H", "H", "H", "H", "H", "C", "C", "C", "O", "H", "H", "H", "H", "H", "H", "H", "H", "C", "C", "C", "O", "H", "H", "H", "H", "H", "H", "H", "H", "C", "C", "C", "O", "H", "H", "H", "H", "H", "H", "H", "H"], "xyz": [[0.130083, 0.230817, -3.742496], [1.382513, 1.101207, -3.793605], [2.521783, 0.230334, -3.633101], [0.039444, -0.633996, -2.578338], [0.145734, -0.481037, -4.567792], [-0.728504, 0.901450, -3.777060], [1.432919, 1.741177, -2.912695], [1.511237, 1.606857, -4.750605], [3.153503, 0.798498, -3.186193], [0.526547, -1.428653, -2.808248], [-3.915268, 4.503311, 2.292932], [-3.963249, 3.145896, 1.504607], [-4.969560, 2.346170, 2.038037], [-2.806202, 5.227868, 1.879027], [-3.793136, 4.261203, 3.348667], [-4.846269, 4.992285, 2.006164], [-2.992920, 2.649374, 1.509129], [-4.016158, 3.268210, 0.422784], [-5.649018, 2.488385, 1.374919], [-2.978100, 5.863655, 1.180592], [0.886111, 1.164729, 0.192463], [0.759930, -0.054120, 1.204518], [1.927486, -0.107467, 1.938470], [-0.257994, 1.201059, -0.734926], [1.841837, 1.172936, -0.331569], [0.898548, 2.134401, 0.690126], [0.607196, -1.054464, 0.799437], [-0.114564, 0.128787, 1.828942], [1.741494, -0.711169, 2.661347], [-0.278389, 0.430521, -1.307156], [-4.464545, 1.710396, -2.322180], [-4.993402, 0.274010, -2.817403], [-5.788822, -0.412929, -1.862608], [-5.480870, 2.642941, -2.575425], [-3.597859, 2.033378, -2.898914], [-4.120798, 1.726135, -1.287919], [-4.092705, -0.299034, -3.037554], [-5.518988, 0.296947, -3.772046], [-6.363631, 0.191252, -1.387046], [-6.080301, 2.665295, -1.825908], [0.805472, 6.875300, 1.436678], [1.701062, 8.167498, 1.110412], [3.091100, 7.869849, 0.928514], [0.880346, 6.746819, 2.841775], [1.097935, 5.957257, 0.927003], [-0.235939, 7.070119, 1.180559], [1.528944, 8.915225, 1.884609], [1.465218, 8.700807, 0.189511], [3.499572, 7.502908, 1.715974], [0.510805, 5.886701, 3.054496], [2.550780, -2.575046, -5.367252], [2.291482, -3.414027, -4.139339], [1.807103, -2.631907, -2.979178], [3.607180, -1.665143, -5.210081], [1.653414, -2.050661, -5.695644], [2.810936, -3.226818, -6.201285], [3.208198, -3.914572, -3.827580], [1.564498, -4.154230, -4.473549], [2.601609, -2.291185, -2.561716], [3.154002, -0.952246, -4.754008], [7.498509, 0.679510, 1.433834], [6.511722, 1.701266, 1.451028], [5.190610, 1.231558, 1.538698], [4.284591, 2.458620, 1.491620], [4.224215, 3.243045, 0.247012], [3.568961, 4.555506, 0.252044], [4.300989, 5.332699, -0.925946], [5.720173, 5.439095, -0.801811], [6.426498, 5.941337, -1.906019], [8.514213, 1.075039, 1.432486], [7.432222, 0.038798, 0.554506], [7.526099, 0.122836, 2.370555], [5.041189, 0.702153, 2.479714], [4.922376, 0.621704, 0.676002], [4.552977, 3.197648, 2.246544], [3.276524, 2.136749, 1.752982], [5.170366, 3.498176, 0.002463], [3.636651, 5.120241, 1.181878], [2.508403, 4.572412, 0.000992], [3.900747, 6.339918, -1.041774], [4.005603, 4.829173, -1.846439], [6.072289, 6.937951, -2.169442], [6.115869, 5.317970, -2.744486], [7.510662, 5.876798, -1.813725], [-0.096681, 4.651747, -2.143496], [-1.318188, 5.324954, -2.036413], [-2.384029, 4.635801, -1.394518], [-3.504637, 5.729596, -1.344525], [-3.288051, 6.830392, -0.393564], [-4.458751, 7.718652, -0.417482], [-4.387644, 8.820418, 0.629024], [-3.578544, 9.949273, 0.274982], [-2.204602, 9.787076, 0.609306], [0.699516, 5.142875, -2.702946], [-0.180535, 3.634904, -2.527051], [0.384021, 4.538583, -1.171796], [-2.085272, 4.281216, -0.408049], [-2.700980, 3.859822, -2.091298], [-4.400610, 5.212047, -1.001765], [-3.765273, 6.052709, -2.352379], [-2.509774, 7.257828, -0.874898], [-5.379162, 7.175492, -0.203170], [-4.613599, 8.127748, -1.415862], [-3.998347, 8.488399, 1.591474], [-5.400047, 9.171156, 0.829324], [-2.022964, 10.180568, 1.609443], [-1.647470, 10.447085, -0.055588], [-1.805812, 8.772809, 0.627332], [-6.517267, -2.729211, -4.795675], [-6.074933, -4.077429, -4.983993], [-6.306390, -4.557231, -6.283450], [-5.731918, -5.990149, -6.264194], [-4.455465, -6.133984, -5.679005], [-3.385735, -5.713168, -6.620098], [-2.029938, -5.722626, -5.951629], [-2.025592, -4.943373, -4.719185], [-2.068727, -3.524840, -4.997267], [-6.026825, -2.045344, -5.488426], [-6.377576, -2.401268, -3.765600], [-7.600542, -2.762526, -4.911926], [-5.896430, -3.965433, -7.101868], [-7.363158, -4.525629, -6.548686], [-5.855369, -6.508867, -7.214874], [-6.433875, -6.549715, -5.645920], [-4.401756, -5.413010, -4.973737], [-3.512318, -4.693070, -6.982706], [-3.392905, -6.383677, -7.479428], [-1.236093, -5.444851, -6.645002], [-1.722237, -6.753963, -5.779085], [-1.321766, -3.061784, -5.642040], [-1.994196, -2.992965, -4.048761], [-3.086852, -3.332531, -5.335709], [4.851491, 2.269956, 5.887422], [3.962892, 1.506491, 6.703484], [3.983362, 0.104684, 6.448661], [2.768538, -0.475353, 7.271063], [1.471538, -0.000417, 6.725899], [0.373974, -0.172235, 7.700108], [-0.850888, 0.640176, 7.369872], [-0.637356, 1.998339, 7.560262], [-1.794955, 2.777137, 7.417436], [4.740987, 2.189185, 4.806045], [5.835750, 1.859989, 6.113797], [4.710100, 3.309416, 6.183451], [4.908281, -0.333884, 6.823214], [3.906424, -0.237319, 5.416562], [2.918821, -0.222032, 8.320505], [2.948509, -1.546560, 7.361685], [1.639043, 0.995322, 6.702787], [0.537704, 0.077676, 8.748363], [-0.005433, -1.188438, 7.807272], [-1.646947, 0.343861, 8.052954], [-1.055403, 0.531469, 6.304761], [-1.614945, 3.813443, 7.131504], [-2.383852, 2.959832, 8.316286], [-2.530709, 2.350674, 6.735594], [3.554820, -1.922390, -0.043931], [4.042974, -2.458760, -1.250407], [5.349618, -1.887628, -1.571014], [5.992611, -2.582174, -2.815382], [6.320351, -3.946460, -2.493936], [6.855192, -4.651747, -3.629705], [6.876620, -6.194718, -3.363446], [5.606997, -6.814954, -3.168756], [5.768032, -8.210640, -2.863212], [4.177713, -1.932618, 0.850491], [2.671621, -2.460277, 0.300659], [3.147784, -0.934560, -0.259814], [6.023090, -2.049653, -0.729421], [5.187842, -0.827319, -1.765102], [6.821305, -1.931939, -3.095648], [5.304728, -2.513438, -3.658107], [5.604529, -4.559592, -2.130922], [7.867501, -4.333034, -3.878220], [6.193583, -4.519697, -4.485828], [7.420767, -6.302083, -2.425109], [7.408881, -6.653950, -4.196449], [6.608566, -8.368421, -2.187416], [5.969250, -8.720715, -3.805244], [4.876225, -8.679480, -2.447320], [-3.037892, -0.353358, 1.749612], [-2.292829, -1.490289, 1.363446], [-2.279717, -1.730455, -0.019137], [-1.523442, -3.040995, -0.436988], [-1.664011, -4.160140, 0.499529], [-2.970777, -4.754872, 0.464772], [-2.987834, -6.094579, 1.255790], [-2.791270, -5.873952, 2.629893], [-2.616891, -7.119475, 3.296310], [-2.864957, 0.493695, 1.085765], [-2.837141, 0.106504, 2.717252], [-4.092282, -0.624757, 1.697651], [-1.902031, -0.890547, -0.602240], [-3.303173, -1.796492, -0.388288], [-0.468876, -2.766405, -0.461354], [-1.821447, -3.322981, -1.446826], [-1.606574, -3.691260, 1.392251], [-3.230359, -4.944045, -0.576826], [-3.775365, -4.090242, 0.779424], [-2.178285, -6.635925, 0.766230], [-3.916996, -6.627286, 1.053325], [-2.361708, -6.978626, 4.346622], [-1.881663, -7.738876, 2.782625], [-3.558779, -7.666454, 3.254405], [-2.307406, -0.031827, -6.087147], [-3.612941, -0.250119, -6.897155], [-3.535079, 0.286271, -8.355757], [-3.773718, -1.623228, -7.161268], [-1.505349, -0.741102, -6.291428], [-2.507369, -0.134966, -5.020621], [-1.913309, 0.978616, -6.195692], [-4.555735, 0.022474, -6.422880], [-4.387681, -0.051714, -8.944779], [-2.632937, -0.169143, -8.764203], [-3.471997, 1.368361, -8.470626], [-4.590123, -1.761832, -7.646942], [0.044949, -3.117619, 5.395362], [1.160295, -2.806801, 4.421051], [0.836560, -3.328248, 2.945052], [1.320181, -1.400279, 4.294041], [0.428486, -2.965332, 6.404224], [-0.378389, -4.121036, 5.350272], [-0.779837, -2.424520, 5.229695], [2.062771, -3.215291, 4.875750], [0.591335, -4.390270, 2.953853], [1.613650, -3.196895, 2.192066], [-0.023473, -2.792166, 2.543733], [1.348755, -1.020262, 5.175162], [-2.328380, 4.145817, -5.032611], [-2.903696, 4.430384, -6.429979], [-4.402112, 3.964858, -6.615804], [-2.785066, 5.806415, -6.699769], [-1.243122, 4.238880, -4.991882], [-2.564378, 3.106953, -4.802041], [-2.847800, 4.781927, -4.315903], [-2.222604, 3.889231, -7.086764], [-4.925781, 4.341187, -5.737028], [-4.596731, 2.909347, -6.805826], [-4.863062, 4.457797, -7.471745], [-3.377407, 6.332579, -6.157649], [-4.344252, 0.444345, 5.079038], [-5.680837, 1.145409, 5.439049], [-5.770894, 1.523718, 6.881152], [-5.799120, 2.338877, 4.644455], [-4.081218, -0.131237, 5.966516], [-3.569455, 1.196048, 4.928265], [-4.480911, -0.283048, 4.278826], [-6.499801, 0.452022, 5.247682], [-5.464275, 0.702720, 7.529251], [-6.768112, 1.875186, 7.145985], [-5.041295, 2.313577, 7.059818], [-5.789656, 2.153871, 3.702491], [6.799188, 1.939705, -2.238717], [5.585000, 2.228012, -3.100790], [5.739950, 1.487599, -4.419236], [4.430772, 1.818879, -2.392433], [6.876252, 2.484830, -1.297967], [7.722866, 2.112018, -2.791190], [6.759158, 0.907373, -1.891158], [5.450331, 3.300245, -3.243226], [4.978720, 1.689305, -5.172857], [5.624742, 0.406282, -4.344433], [6.676446, 1.674640, -4.944673], [4.384152, 2.422693, -1.647560], [-4.818700, -5.466671, 5.579603], [-3.870438, -4.277663, 5.653020], [-4.242970, -3.218519, 4.543269], [-3.879308, -3.655772, 6.872345], [-4.756430, -6.165646, 6.413660], [-4.723076, -6.038410, 4.656533], [-5.810618, -5.029901, 5.463714], [-2.910781, -4.604221, 5.252365], [-4.163866, -3.812703, 3.632892], [-3.521738, -2.413487, 4.402360], [-5.270776, -2.865404, 4.627148], [-3.506194, -4.284511, 7.494488], [4.539308, -3.515884, 3.558831], [5.615289, -3.470081, 4.688123], [6.664497, -2.367962, 4.245478], [4.944304, -3.100720, 5.839735], [4.973784, -3.818126, 2.605942], [4.037412, -2.560311, 3.406949], [3.802656, -4.227785, 3.931178], [6.137931, -4.405943, 4.885908], [6.941689, -2.628492, 3.224010], [7.616421, -2.363886, 4.776437], [6.230246, -1.395331, 4.014152], [5.586489, -3.169538, 6.549996], [1.249337, 3.220274, 3.399396], [-0.263624, 3.229418, 3.188127], [-1.071969, 2.373058, 4.101740], [-0.587104, 4.565881, 3.239234], [1.537559, 2.176387, 3.523205], [1.494797, 3.815411, 4.278980], [1.815384, 3.592007, 2.545275], [-0.585366, 2.968195, 2.179985], [-1.009913, 1.356801, 3.712549], [-2.137219, 2.598025, 4.049454], [-0.775078, 2.323230, 5.149348], [-1.488016, 4.706566, 2.938968], [0.137400, -6.316488, -1.603195], [1.178129, -6.192783, -0.527051], [1.929104, -4.937260, -0.540451], [0.625883, -6.293215, 0.779616], [-0.294320, -5.342884, -1.835191], [-0.586713, -7.052319, -1.253482], [0.469899, -6.630556, -2.592592], [1.868416, -7.022989, -0.676653], [1.256861, -4.095689, -0.373239], [2.416760, -4.803790, -1.506103], [2.686434, -5.090159, 0.228417], [-0.050236, -5.612990, 0.821674]], "forces_ev_per_angstrom": [[0.4, -0.6, 0.4], [0.7, -1.6, 0.9], [-0.7, 0.2, -0.3], [-0.7, 1.6, -0.7], [-0.2, 0.4, -0.5], [-0.2, -0.3, 0.0], [-0.5, 0.6, -0.3], [-0.5, 0.4, 0.1], [1.0, 0.0, 0.3], [0.7, -0.7, 0.1], [-0.1, -1.6, -1.7], [2.0, 1.2, 0.5], [-0.8, -0.5, -1.0], [0.9, -0.1, 0.8], [-0.5, 0.2, 0.1], [-0.2, 0.4, 0.7], [0.2, -0.2, 0.9], [-0.8, 0.5, -0.2], [-0.7, -0.6, 0.4], [-0.3, 0.7, -0.8], [-1.4, -1.4, -0.7], [-0.4, 1.5, -1.1], [1.1, 0.5, 0.4], [0.8, 1.3, 1.6], [0.1, -0.6, -0.3], [-0.4, -0.2, 0.5], [-0.3, 0.2, -1.1], [-0.2, 0.2, 0.2], [0.2, -0.2, 0.9], [0.6, -0.7, -0.1], [-0.7, -1.8, -1.3], [1.4, 1.1, 0.8], [0.4, -0.2, 0.0], [-0.4, 1.0, 0.3], [0.0, -0.3, -0.3], [-0.2, -0.4, 0.2], [0.0, -0.5, 0.4], [-0.2, 0.7, 0.0], [0.0, 0.1, -0.2], [-0.1, 0.1, 0.0], [0.6, 2.2, 0.4], [-0.2, -1.3, -0.4], [-0.2, 0.1, -0.1], [0.8, 0.3, -0.2], [0.4, 0.1, -0.2], [-0.2, 0.2, -0.4], [0.1, -0.3, 0.4], [-0.4, -0.5, -0.2], [-0.3, 0.0, 0.3], [-0.5, -0.5, 0.4], [0.4, -0.3, -0.4], [-0.3, 0.7, 0.6], [-0.3, -1.2, -2.0], [0.0, -0.2, -0.2], [-0.4, 0.1, 0.1], [0.0, -0.3, 0.0], [0.0, -0.1, -0.1], [-0.3, -0.1, 0.7], [0.5, 0.2, 0.5], [0.4, 1.0, 0.6], [0.3, 0.3, 0.3], [1.2, -0.1, -0.2], [-0.4, 1.3, -0.7], [-1.0, 0.9, 0.6], [0.2, -0.6, -0.7], [1.6, 0.7, -1.2], [-0.7, 0.7, 0.2], [-0.1, -0.8, 1.7], [-1.5, -0.5, -1.0], [-0.2, 0.8, -0.3], [-0.3, -0.3, 0.0], [-0.6, -0.5, 0.0], [-0.2, -0.2, 0.0], [0.1, -0.5, 0.0], [0.4, -0.3, 0.7], [0.0, -0.2, -0.1], [0.5, -0.3, 0.2], [0.4, -0.1, 0.3], [-0.1, -0.5, -0.2], [-0.2, 0.2, 0.4], [0.3, -0.4, -0.4], [0.3, 0.4, 0.2], [0.4, -0.1, -0.6], [-0.2, 0.1, 0.5], [0.8, -0.9, 0.9], [0.6, 0.8, -0.4], [-0.1, 2.1, -1.0], [-0.6, -2.1, 0.9], [0.1, -0.8, -1.1], [0.3, 0.4, 0.4], [0.5, 0.8, 0.2], [-0.2, -0.9, -0.4], [0.0, 0.9, 0.4], [-0.7, 0.7, -0.5], [-0.3, -0.2, -0.2], [-0.2, -0.2, 0.6], [-0.1, -0.2, 0.0], [-0.2, -0.4, 0.4], [-0.3, -0.2, 0.0], [0.4, 0.2, -0.2], [0.4, 0.9, 0.6], [0.2, -0.5, 0.1], [0.0, 0.4, -0.1], [-0.1, -0.7, 0.1], [0.0, 0.3, -0.2], [-0.1, 0.0, 0.3], [0.1, -0.3, -0.2], [-0.3, -0.1, -0.5], [-0.6, -0.9, 0.2], [0.3, 1.1, 0.1], [0.2, -0.7, -0.4], [-2.5, -0.3, 0.0], [2.1, 0.7, -0.8], [-0.1, 0.0, 0.3], [0.2, -0.4, 0.5], [1.1, 0.1, -1.5], [-1.3, -0.5, 1.0], [0.0, 0.1, -0.1], [0.5, -0.3, 0.0], [-0.2, 0.5, -0.4], [0.8, 0.5, 0.2], [-0.5, -0.4, 0.3], [0.5, 0.3, -0.4], [-0.1, -0.1, 0.3], [-0.1, -0.3, 0.8], [-0.5, 0.2, -0.3], [0.1, 0.0, -0.1], [0.0, 0.9, -0.1], [-0.3, -0.1, 1.0], [0.2, -0.7, -0.4], [0.2, -0.3, 0.3], [0.2, 0.5, -0.5], [0.1, -0.6, 0.8], [-0.5, -0.2, -1.3], [-1.3, -0.3, 1.5], [1.6, 0.1, -0.3], [0.5, -0.7, 1.7], [-0.8, 0.0, 0.4], [0.0, -0.2, -0.6], [0.7, 1.7, 0.4], [-1.1, 0.6, 0.1], [-0.6, -0.2, -0.1], [0.5, 0.6, 0.0], [0.3, -0.1, 0.0], [0.2, 0.0, 0.2], [-0.2, 0.6, -0.4], [-0.2, 0.8, 0.2], [-0.8, -0.4, -0.9], [-0.2, 0.5, -0.4], [1.1, 0.4, 0.2], [0.4, -0.4, -0.7], [-0.4, -0.5, -0.3], [-0.7, -0.6, -0.1], [0.8, -0.2, -0.5], [0.2, -0.7, 0.8], [0.2, -0.2, -0.4], [-1.6, 0.4, 0.1], [1.6, -0.3, 0.0], [-0.5, -0.8, -0.9], [-2.1, 0.7, 1.5], [1.5, -0.4, 0.0], [-1.0, -1.8, 0.0], [0.3, 1.0, 0.4], [-0.2, 0.1, 0.3], [0.2, 0.5, -0.8], [0.8, 0.1, -0.4], [0.0, -0.5, -0.5], [0.4, 0.5, 0.4], [0.0, 0.1, 0.2], [0.2, 0.2, 0.0], [0.6, -0.5, 0.1], [-0.3, 0.1, -0.2], [-0.7, 0.8, 0.3], [0.0, 0.0, 0.0], [0.1, 0.3, -0.6], [0.5, -0.3, 0.0], [0.1, -0.3, 0.0], [0.0, 0.0, 0.1], [0.2, -0.3, -0.1], [-0.2, 0.6, 0.1], [-0.6, 0.3, -0.9], [1.1, -0.1, 0.8], [-0.9, -0.6, -1.2], [0.2, 1.1, 0.9], [0.2, 0.9, 0.0], [-1.0, -1.0, 0.2], [0.0, 1.4, -1.5], [0.4, -0.3, 0.2], [-0.4, 0.0, -0.3], [0.1, -0.1, -0.6], [0.5, -1.0, 0.3], [-0.3, 0.2, 0.1], [0.6, 0.2, 0.2], [-0.6, -0.2, 0.2], [0.2, -0.2, -0.1], [-0.1, 0.0, 0.0], [0.3, -0.2, 0.6], [0.1, -0.5, -0.2], [-0.1, 0.3, 0.5], [0.3, -0.5, 0.5], [-0.3, -0.1, 0.1], [0.1, 0.3, -0.2], [0.3, 0.1, 0.1], [-0.2, -0.2, 0.1], [-1.1, 0.2, 0.4], [0.3, 0.1, -2.0], [0.4, 0.7, 0.7], [0.4, -2.0, 0.9], [-0.3, -0.1, -0.5], [-0.1, -0.1, 0.1], [-0.1, 0.1, -0.3], [0.4, 0.9, 0.6], [-0.1, 0.0, 0.1], [0.0, 0.1, -0.2], [0.1, 0.1, 0.1], [0.0, 0.1, 0.0], [-0.5, 0.3, 0.2], [-0.6, -0.5, -1.9], [0.2, 0.0, 1.4], [0.0, -0.6, -0.8], [-0.1, 0.0, 0.2], [0.3, -0.1, -0.2], [-0.1, 0.1, 0.0], [0.3, -0.3, -0.6], [0.0, -0.1, 0.1], [0.4, 0.1, 0.4], [-0.2, 0.2, 0.3], [0.0, 0.9, 0.8], [-1.0, -0.6, -0.4], [-0.5, -0.7, 0.6], [0.9, 0.8, 0.0], [0.4, 0.3, -0.8], [-0.1, 0.4, 0.0], [0.0, -0.2, 0.3], [0.3, 0.0, 0.2], [-0.2, 0.3, -0.6], [-0.3, -0.4, 0.1], [0.4, -0.1, 0.6], [0.3, 0.3, -0.1], [-0.1, -0.2, 0.2], [-1.0, -0.1, 1.2], [0.7, -0.2, -1.3], [0.5, 0.5, 0.4], [-0.6, 0.0, 1.0], [0.3, -0.3, -0.1], [0.0, -0.2, -0.3], [0.3, 0.4, -0.2], [-0.2, -0.1, -0.4], [-0.3, -0.2, -0.1], [0.1, 0.0, 0.0], [-0.1, 0.3, 0.1], [0.3, -0.3, 0.0], [0.5, 0.0, 0.4], [0.7, -0.1, 0.0], [-0.8, -0.3, -0.9], [-0.4, -0.6, -0.7], [-0.3, 0.5, -0.1], [0.1, -0.1, 0.0], [0.1, -0.3, -0.4], [0.4, 0.2, -0.4], [-0.3, 0.6, 0.2], [0.3, -0.2, 0.6], [0.2, 0.2, 0.4], [-0.6, 0.1, 1.0], [-0.7, 0.4, -0.7], [-0.5, 0.6, -3.4], [0.1, -1.6, 0.2], [0.5, 0.3, 1.4], [0.0, 0.2, 0.2], [0.5, 0.0, 0.0], [-0.4, -0.3, 0.6], [0.8, -0.1, 0.8], [-0.2, 0.1, -0.3], [0.0, 0.1, 0.5], [0.0, 0.2, 0.2], [0.0, 0.1, 0.4], [0.7, -0.9, 1.1], [0.6, 2.2, -2.3], [-0.3, -1.4, -1.0], [-0.6, 0.3, 1.4], [-0.1, -0.2, 0.1], [0.2, 0.2, 0.3], [-0.2, -0.1, -0.6], [-0.1, -0.3, -0.6], [0.3, -0.5, -0.2], [-0.3, 0.4, 0.4], [-0.2, 0.2, 1.0], [-0.1, 0.1, 0.3], [-0.4, -1.3, -0.2], [0.7, 0.2, -0.9], [-0.2, -1.2, 0.4], [-0.4, 1.9, 1.1], [0.4, 0.0, 0.3], [0.0, -0.1, 0.1], [-0.3, 0.2, 0.0], [0.6, -0.9, -0.4], [0.1, -0.3, 0.1], [-0.1, 0.4, 0.0], [0.2, 0.4, -0.1], [-0.3, 0.4, -0.4], [-0.7, 0.2, -0.5], [-0.2, -0.9, -0.1], [1.2, 0.4, -0.7], [-0.1, -1.0, 0.1], [-0.6, 0.0, 0.4], [-0.4, 0.2, -0.2], [0.6, -0.3, 0.2], [0.1, -0.2, 0.5], [0.2, 0.1, 0.2], [0.1, 0.2, 0.0], [0.1, 0.8, 0.1], [-0.5, 0.5, 0.1]], "lowdin_charge": [-0.18, -0.17, -0.10, -0.09, 0.10, 0.11, 0.11, 0.13, 0.04, 0.04, -0.19, -0.24, -0.06, -0.09, 0.12, 0.13, 0.10, 0.09, 0.10, 0.04, -0.15, -0.23, -0.08, -0.11, 0.10, 0.09, 0.10, 0.10, 0.03, 0.00, -0.22, -0.21, -0.07, -0.07, 0.09, 0.11, 0.10, 0.10, 0.08, 0.08, -0.21, -0.19, -0.09, -0.08, 0.09, 0.09, 0.11, 0.11, 0.08, 0.02, -0.26, -0.16, -0.09, -0.07, 0.11, 0.12, 0.11, 0.12, 0.05, 0.02, -0.09, -0.19, -0.20, -0.17, -0.05, -0.16, -0.19, -0.20, -0.10, 0.09, 0.08, 0.07, 0.12, 0.11, 0.12, 0.08, 0.08, 0.10, 0.08, 0.11, 0.11, 0.09, 0.07, 0.10, -0.11, -0.20, -0.17, -0.18, -0.06, -0.19, -0.20, -0.18, -0.10, 0.09, 0.07, 0.07, 0.11, 0.09, 0.10, 0.12, 0.11, 0.12, 0.13, 0.12, 0.12, 0.09, 0.09, 0.06, -0.07, -0.19, -0.23, -0.23, -0.03, -0.21, -0.20, -0.19, -0.09, 0.07, 0.08, 0.09, 0.10, 0.12, 0.12, 0.11, 0.09, 0.10, 0.12, 0.11, 0.12, 0.08, 0.08, 0.06, -0.08, -0.20, -0.20, -0.17, -0.02, -0.19, -0.25, -0.18, -0.12, 0.07, 0.08, 0.09, 0.11, 0.11, 0.11, 0.11, 0.11, 0.12, 0.11, 0.13, 0.11, 0.10, 0.08, 0.06, -0.11, -0.21, -0.15, -0.20, -0.06, -0.21, -0.22, -0.20, -0.10, 0.09, 0.06, 0.08, 0.11, 0.10, 0.12, 0.09, 0.11, 0.12, 0.11, 0.11, 0.12, 0.08, 0.08, 0.08, -0.10, -0.19, -0.21, -0.16, -0.04, -0.19, -0.22, -0.19, -0.10, 0.07, 0.07, 0.10, 0.10, 0.11, 0.09, 0.11, 0.08, 0.12, 0.12, 0.10, 0.12, 0.08, 0.09, 0.08, -0.03, -0.45, -0.05, -0.09, 0.07, 0.06, 0.07, 0.12, 0.08, 0.09, 0.06, 0.08, -0.04, -0.43, -0.01, -0.08, 0.07, 0.08, 0.08, 0.11, 0.08, 0.05, 0.06, 0.03, -0.05, -0.47, -0.03, -0.04, 0.08, 0.06, 0.07, 0.13, 0.07, 0.05, 0.07, 0.09, -0.04, -0.47, -0.06, -0.07, 0.07, 0.05, 0.05, 0.13, 0.08, 0.08, 0.07, 0.04, -0.04, -0.46, -0.04, -0.07, 0.07, 0.09, 0.07, 0.11, 0.08, 0.07, 0.08, 0.05, -0.05, -0.52, -0.03, -0.02, 0.08, 0.06, 0.08, 0.11, 0.06, 0.06, 0.08, 0.09, -0.05, -0.46, -0.05, -0.05, 0.08, 0.07, 0.07, 0.13, 0.06, 0.07, 0.06, 0.10, -0.01, -0.49, -0.02, -0.06, 0.08, 0.10, 0.06, 0.13, 0.08, 0.07, 0.06, 0.05, -0.04, -0.51, -0.07, -0.06, 0.07, 0.08, 0.08, 0.14, 0.07, 0.08, 0.10, 0.03], "homo_lumo_gap_ev": 8.1, "e_tot_ev": -157480.5048}